Entry from OMol25: a structure of composition C3H6BrN2OP (the ωB97M-V functional and the def2-TZVPD basis).

Structure (XYZ):
```
14
Properties=species:S:1:pos:R:3:nbo_charge:R:1
C -0.406 0.541 0.437 0.2239
C -0.175 -1.906 0.177 -0.5911
C 0.447 -0.693 0.722 -0.4478
N -1.033 0.738 -0.731 -0.1418
N -0.933 1.684 -1.482 -0.3345
O 0.519 2.085 0.464 -0.9391
P 0.248 2.818 -0.830 1.1924
Br 1.741 1.985 -2.243 -0.3087
H -1.025 0.747 1.335 0.2340
H 0.284 -2.807 0.626 0.2237
H -0.263 -1.852 -0.963 0.2225
H -1.162 -1.908 0.542 0.2009
H 1.369 -0.572 0.191 0.2423
H 0.391 -0.861 1.755 0.2234
```

Values from the calculation:
Frontier orbital gap, eV: 9.11
HOMO, eV: -9.4
Energy above the lowest of the compared OMol25 structures with the same formula, charge and spin, kJ/mol: 97.08
Lowest unoccupied orbital energy, eV: -0.307